8
Properties=species:S:1:pos:R:3:lowdin_charge:R:1 method="wB97M-V/def2-TZVPD" max_force_ev_per_a=3.3 e_homo_ev="-3.97 / -3.60" relative_energy_kcal_mol=50.1 e_lumo_ha="0.137 / 0.121" gap_ev="7.69 / 6.91" charge=-1 spin_multiplicity=1
N 1.54413 0.81807 1.40538 -0.155
N -0.58220 -0.19755 -0.72489 -0.003
N -0.79196 -0.78381 -1.84163 -0.223
O -1.33866 -0.11580 -2.73873 -0.180
O 2.00091 1.34859 2.36508 -0.148
S 0.23361 -1.14638 1.98451 -0.207
H -0.19662 -0.69792 0.12576 -0.183
H -0.86921 0.77481 -0.57548 0.098

***

35
Properties=species:S:1:pos:R:3:mulliken_spin:R:1 method="wB97M-V/def2-TZVPD" max_force_ev_per_a=1.9 e_homo_ev="-10.51 / -10.52" relative_energy_kcal_mol=0.0 e_lumo_ha="-0.074 / -0.089" gap_ev="8.49 / 8.10" charge=0 spin_multiplicity=6
Mn 0.30405 -0.03012 2.58400 4.842
C -0.14775 0.11344 0.08800 -0.025
O -0.72500 -0.75667 0.86983 0.051
O -0.28323 0.12840 -1.14844 0.013
O 0.65373 0.91503 0.74162 0.063
O 1.71020 -1.58776 2.38466 0.021
H 1.20221 -2.31848 1.94973 -0.001
H 2.62624 -1.71604 2.11838 0.003
O -1.14097 -2.41198 -2.18691 0.000
H -0.50487 -2.78288 -2.80558 0.000
H -0.71480 -1.60748 -1.85420 0.000
O 2.92099 1.67530 -0.94929 0.000
H 2.58982 1.38566 -1.81493 0.000
H 2.23038 1.42283 -0.32391 0.001
O -0.21106 -3.45012 1.06338 0.000
H 0.11635 -3.69360 0.18908 0.000
H -0.71356 -2.63591 0.89591 0.001
O -1.18262 1.36742 3.06647 0.020
H -1.70204 1.84393 2.40432 0.001
H -1.75633 1.28478 3.83773 0.002
O 1.13941 1.42433 -3.20120 0.000
H 0.83407 1.13813 -2.32840 0.000
H 1.05251 0.63700 -3.74762 0.000
O 1.90978 -1.67805 -1.93139 0.000
H 1.28740 -1.11718 -1.44727 0.001
H 2.75525 -1.55829 -1.48919 0.000
O -3.53401 -1.04411 1.20373 0.000
H -2.60668 -0.92468 0.94155 0.004
H -3.55787 -0.88280 2.14997 0.000
O -2.07961 2.40241 -1.24198 0.000
H -2.55592 2.38135 -0.40882 0.000
H -1.54851 1.59148 -1.26244 0.000
O 0.47959 3.73064 0.86118 -0.001
H 0.29122 2.78675 0.78171 0.004
H 0.86165 3.96729 0.01035 -0.001